No. 1
ORCA calculation (wB97M-V/def2-TZVPD) on a structure of composition C19H41NO2PdSi3 at a distorted geometry.

## Properties
* net charge: -2
* HOMO: -0.22 eV
* LUMO energy: 5.0 eV

```
67
Properties=species:S:1:pos:R:3:forces:R:3
Pd -0.2307 -0.0788 0.2842 -0.6 -0.4 -0.3
C -1.5221 1.3771 2.8423 0.0 -0.2 0.0
Si -0.6005 2.2186 1.3968 -0.3 0.8 -0.1
C -1.1515 4.0515 1.6745 0.0 0.0 0.1
C 1.2042 2.3555 1.9759 0.1 -0.1 -0.1
C -1.0007 1.8864 -0.3893 0.6 -1.2 0.6
Si -2.4798 0.8050 -0.7452 -0.3 0.6 -0.2
C -2.6267 -0.9024 -1.5879 0.2 -0.1 -0.1
C -3.7989 0.6746 0.6193 0.1 0.0 0.2
C -3.4655 1.8957 -2.0048 -0.1 -0.1 -0.1
Si 0.4687 1.5809 -1.4676 0.0 0.6 -0.2
C 1.0855 3.3445 -1.9622 0.2 0.0 -0.1
C 0.0942 0.8178 -3.1684 -0.1 -0.1 0.0
C 2.2453 0.8112 -1.1177 0.0 0.0 0.2
C 3.3485 0.9654 -1.9695 0.0 0.0 0.0
C 4.5641 0.3817 -1.6532 0.0 0.0 0.0
C 4.6754 -0.3511 -0.4790 0.0 0.0 0.0
C 3.5466 -0.4672 0.3200 0.0 0.0 -0.1
N 2.3813 0.0872 0.0088 0.0 0.0 0.0
H -0.9797 1.5818 3.7728 0.0 0.0 0.0
H -1.5800 0.2940 2.7128 0.0 0.0 0.1
H -2.5425 1.7554 2.9442 0.0 0.0 0.0
H -1.0415 4.3731 2.7198 0.0 0.0 0.0
H -2.1986 4.1844 1.3801 0.0 0.0 0.0
H -0.5440 4.7158 1.0491 0.0 0.0 0.0
H 1.2431 2.9094 2.9219 0.0 0.0 0.0
H 1.8132 2.8949 1.2409 0.0 0.0 0.0
H 1.6437 1.3663 2.1124 0.0 0.0 0.0
H -2.0660 -1.6427 -1.0149 -0.1 0.0 0.0
H -2.2379 -0.8916 -2.6111 0.0 0.0 0.0
H -3.6817 -1.2054 -1.6238 0.0 0.1 0.0
H -3.5510 -0.0918 1.3573 0.0 0.0 0.0
H -4.7497 0.4069 0.1453 0.0 0.0 0.0
H -3.9337 1.6222 1.1486 0.0 0.0 0.0
H -2.8717 2.0897 -2.9045 0.0 0.0 0.0
H -3.6887 2.8624 -1.5407 0.0 0.0 0.0
H -4.4124 1.4334 -2.3181 0.0 0.0 0.0
H 0.2154 3.9806 -2.1465 0.0 0.0 0.0
H 1.7162 3.3481 -2.8614 0.0 0.0 0.0
H 1.6663 3.7979 -1.1507 0.0 0.0 0.0
H -0.7844 1.2931 -3.6152 0.0 0.0 0.0
H -0.1110 -0.2512 -3.0827 0.0 0.0 0.0
H 0.9422 0.9539 -3.8481 0.0 0.0 0.0
H 3.2423 1.5452 -2.8794 0.0 0.0 0.0
H 5.4209 0.4991 -2.3101 0.0 0.0 0.0
H 5.6100 -0.8156 -0.1863 0.0 0.0 0.0
H 3.5608 -1.0267 1.2521 0.0 0.0 0.0
C 0.5616 -1.9819 3.7209 0.0 0.1 0.0
O 1.1467 -1.4600 2.5610 0.0 -0.1 0.1
H 1.3128 -2.5090 4.3284 0.0 0.0 0.0
H -0.2391 -2.6892 3.4763 0.0 0.0 0.0
H 0.1299 -1.1872 4.3466 0.0 0.0 0.0
H 0.5494 -1.7434 1.7845 0.1 -0.1 0.2
C 1.2236 -4.0468 0.7732 0.0 0.1 0.0
C 0.0873 -3.3532 -0.0104 0.0 -0.2 0.0
C -0.9816 -4.4186 -0.3173 0.0 0.0 0.0
C 0.6727 -2.8647 -1.3523 -0.1 0.1 0.0
O -0.4856 -2.3330 0.7298 0.4 0.1 0.0
H 1.6126 -4.9187 0.2339 0.0 0.0 0.0
H 0.8449 -4.3730 1.7461 0.0 0.0 0.0
H 2.0399 -3.3423 0.9464 0.0 0.0 0.0
H -0.5825 -5.2286 -0.9409 0.0 0.0 0.0
H -1.8194 -3.9502 -0.8379 0.0 0.0 0.0
H -1.3535 -4.8455 0.6189 0.0 0.0 0.0
H 1.4018 -3.5726 -1.7641 0.0 0.0 0.0
H 1.1633 -1.9022 -1.1950 0.1 0.0 0.0
H -0.1221 -2.7162 -2.0887 0.0 0.1 0.0
```
Positions in Å, forces in eV/Å.

Mulliken atomic charge list, values in e, 8 entries:
1. Pd 0.397
2. C -1.041
3. Si 0.928
4. C -1.418
5. C -1.053
6. C -0.228
7. Si 0.702
8. C -0.808


No. 2
ORCA calculation (wB97M-V/def2-TZVPD) on a structure of composition CHCl2FS at a distorted geometry.

## Properties
* ΔE to the lowest compared entry with this formula, charge and spin: 17.57 kcal/mol
* HOMO: -10.55 eV
* LUMO energy: 0.3 eV

```
6
Properties=species:S:1:pos:R:3:forces:R:3
C 1.9173 0.0301 0.0751 0.2 -0.7 3.6
F 2.0119 -0.0966 1.7448 0.0 0.3 -3.6
S 0.4696 0.9699 -0.2229 0.2 0.2 -0.1
Cl 1.7955 -1.6573 -0.4054 0.3 0.4 0.1
Cl 3.3652 0.8015 -0.4008 0.3 0.1 0.1
H -0.1110 -0.1923 -0.4084 -1.1 -0.3 -0.1
```
Positions in Å, forces in eV/Å.

Quick look at the Mulliken charges, all values in e:
1. C 0.445
2. F -0.328
3. S -0.097
4. Cl -0.099
5. Cl -0.076
6. H 0.154


No. 3
ORCA calculation (wB97M-V/def2-TZVPD) on a structure of composition C24H22BN8TeTl at a distorted geometry.

## Properties
* ΔE to the lowest compared entry with this formula, charge and spin: 26.50 kcal/mol
* multiplicity: 2
* net charge: +3
* HOMO (alpha / beta): -17.48 / -17.48 eV
* LUMO energy (alpha / beta): -11.7 / -12.1 eV

```
57
Properties=species:S:1:pos:R:3:forces:R:3
Tl -0.1387 -0.5549 0.1072 -0.4 -0.2 -1.3
C 3.2205 -0.1009 -2.8888 0.0 0.0 0.1
C 2.5761 -0.6741 -1.7988 0.0 0.0 0.0
N 1.3520 -0.1680 -1.6581 0.3 0.0 0.2
N 1.1925 0.7612 -2.6352 0.0 -0.1 -0.4
C 2.3125 0.8049 -3.3890 0.1 0.0 0.0
B -0.0406 1.6608 -2.5244 -0.1 -0.1 0.0
N -1.3709 0.8685 -2.6384 0.1 0.0 -0.1
C -2.4042 1.0184 -3.5033 0.0 0.0 0.0
C -3.4396 0.2066 -3.1072 0.0 0.0 0.0
C -2.9571 -0.4309 -1.9641 -0.1 0.1 0.0
N -1.7117 -0.0455 -1.7004 0.0 0.0 0.2
N 0.0504 2.3641 -1.1341 -0.2 0.1 0.1
C 0.3494 3.6422 -0.8097 0.1 -0.1 -0.1
C 0.2846 3.8016 0.5547 0.0 0.0 0.1
C -0.0544 2.5457 1.0349 0.0 0.0 0.0
N -0.1989 1.6884 0.0194 0.1 0.1 0.6
N -0.1190 2.7959 -3.6129 0.2 -0.2 0.1
C -0.9495 3.7899 -3.5965 0.1 0.4 -0.4
C -0.6618 4.6234 -4.7599 -0.3 -0.2 0.3
C 0.4112 3.9522 -5.3943 0.1 -0.3 -0.2
N 0.7114 2.8484 -4.7726 0.0 0.2 0.2
H 4.2124 -0.3005 -3.2545 0.0 0.0 0.0
H 2.9438 -1.4191 -1.1100 0.0 0.0 0.0
H 2.3955 1.4669 -4.2324 0.0 0.0 0.1
H -2.3558 1.6780 -4.3522 0.0 0.0 0.0
H -4.4032 0.0978 -3.5732 0.0 0.0 0.0
H -3.4847 -1.0916 -1.2921 0.0 -0.1 -0.1
H 0.6200 4.3696 -1.5565 0.0 0.0 0.0
H 0.4583 4.6994 1.1216 0.0 0.0 0.0
H -0.2031 2.2270 2.0549 0.0 0.0 0.0
H -1.7014 3.9247 -2.8321 0.0 0.0 0.0
H -1.2055 5.4971 -5.0872 0.0 0.1 0.1
H 0.9221 4.2187 -6.3075 0.0 0.0 0.0
Te -1.1078 -3.2714 -0.8245 0.0 0.5 0.4
C -0.2083 -4.8878 0.0278 0.1 -0.1 0.3
C -1.1874 -5.7894 0.4728 0.1 -0.1 -0.1
C -0.7978 -7.0786 0.8100 0.0 0.1 0.1
C 0.5461 -7.4112 0.7957 0.1 0.0 0.0
C 1.5171 -6.4863 0.3943 0.0 0.0 0.1
C 1.1529 -5.2136 0.0142 -0.1 0.0 -0.1
C -0.2176 -3.1266 -2.6673 0.1 0.2 -0.1
C 1.1476 -3.2734 -2.9152 -0.1 -0.1 -0.1
C 1.5800 -3.2918 -4.2261 0.0 0.0 0.0
C 0.6617 -3.1756 -5.2696 0.0 0.0 0.0
C -0.6955 -3.0458 -5.0142 0.0 0.0 0.0
C -1.1480 -2.9926 -3.7043 0.1 0.0 0.0
H -2.2329 -5.5098 0.5438 0.0 0.0 -0.1
H -1.5416 -7.8036 1.1101 0.0 0.0 0.1
H 0.8575 -8.3886 1.1400 0.0 -0.1 -0.1
H 2.5602 -6.7715 0.3896 0.0 0.0 0.1
H 1.9090 -4.4937 -0.2610 0.0 0.0 -0.1
H 1.8597 -3.3804 -2.1119 0.0 0.0 0.0
H 2.6326 -3.4143 -4.4434 0.0 0.0 0.0
H 1.0143 -3.1898 -6.2925 0.0 -0.1 0.0
H -1.4045 -2.9968 -5.8293 0.0 0.0 0.0
H -2.2085 -2.8909 -3.5044 0.0 0.0 0.0
```
Positions in Å, forces in eV/Å.

Mulliken atomic charge list, values in e, 8 entries:
1. Tl 0.961
2. C -1.171
3. C -0.531
4. N -0.599
5. N 0.786
6. C 0.023
7. B 0.114
8. N 0.950


No. 4
ORCA calculation (wB97M-V/def2-TZVPD) on a structure of composition BrTi at a distorted geometry.

## Properties
* ΔE to the lowest compared entry with this formula, charge and spin: 75.06 kcal/mol
* multiplicity: 4
* HOMO (alpha / beta): -6.29 / -11.12 eV
* LUMO energy (alpha / beta): 0.0 / 0.0 eV

```
2
Properties=species:S:1:pos:R:3:forces:R:3
Ti 0.8806 -0.0289 -0.3097 16.8 -0.6 -5.9
Br -0.8806 0.0289 0.3097 -16.8 0.6 5.9
```
Positions in Å, forces in eV/Å.

Quick look at the Mulliken charges, all values in e:
1. Ti 0.321
2. Br -0.321